Formula: C32H96N9O10P3S7
Source: OMol25
Level of theory: ωB97M-V/def2-TZVPD

Summary:
Total charge: -1
LUMO energy (alpha / beta) (Eh): 0.060 / 0.058
<S²>: 0.75
Orbital gap (alpha / beta) (eV): 1.57 / 8.09
Molar mass (g/mol): 1084.56
Multiplicity: 2

Bonds (Å) are listed after each position.
Cartesian coordinates (Å):
1 O -3.0832 2.7211 -10.3546  P2 1.468
2 P -2.5257 1.6341 -9.5412  O1 1.468, N3 1.744, N6 1.758, N9 1.728
3 N -3.2136 0.0508 -9.7858  P2 1.744, C4 1.471, C5 1.438
4 C -4.4835 -0.3177 -9.1411  N3 1.471, H12 1.090, H13 1.090, H14 1.090
5 C -3.0691 -0.5982 -11.0608  N3 1.438, H15 1.090, H16 1.090, H17 1.090
6 N -2.6889 1.9546 -7.8204  P2 1.758, C7 1.463, C8 1.401
7 C -3.4332 3.1216 -7.3471  N6 1.463, H18 1.090, H19 1.090, H20 1.090
8 C -2.0994 1.0969 -6.8824  N6 1.401, H21 1.090, H22 1.090, H23 1.090
9 N -0.8267 1.3275 -9.6046  P2 1.728, C10 1.492, C11 1.446
10 C -0.0967 0.0858 -9.2164  N9 1.492, H24 1.090, H25 1.090, H26 1.090
11 C 0.0917 2.4325 -9.7672  N9 1.446, H27 1.090, H28 1.090, H29 1.090
12 H -4.3040 -1.3411 -8.8116  C4 1.090
13 H -5.3239 -0.2267 -9.8292  C4 1.090
14 H -4.6273 0.2603 -8.2282  C4 1.090
15 H -3.6815 -1.4929 -11.1724  C5 1.090
16 H -2.0545 -0.9459 -11.2552  C5 1.090
17 H -3.2167 0.1302 -11.8582  C5 1.090
18 H -4.4211 3.0334 -7.7993  C7 1.090
19 H -3.4431 3.1143 -6.2572  C7 1.090
20 H -2.8884 4.0224 -7.6296  C7 1.090
21 H -2.7252 1.1196 -5.9902  C8 1.090
22 H -2.1757 0.0784 -7.2629  C8 1.090
23 H -1.1125 1.4852 -6.6307  C8 1.090
24 H -0.7662 -0.7708 -9.1375  C10 1.090
25 H 0.6813 -0.1160 -9.9526  C10 1.090
26 H 0.3835 0.1218 -8.2386  C10 1.090
27 H -0.2902 3.2587 -10.3669  C11 1.090
28 H 0.9958 2.0656 -10.2530  C11 1.090
29 H 0.4727 2.7612 -8.8003  C11 1.090
30 O -9.3512 9.5909 0.9128  P31 1.463
31 P -10.1203 9.5730 -0.3318  O30 1.463, N32 1.709, N35 1.736, N38 1.681
32 N -10.8300 8.0609 -0.6954  P31 1.709, C33 1.455, C34 1.432
33 C -11.1942 7.5512 -2.0085  N32 1.455, H41 1.090, H42 1.090, H43 1.090
34 C -11.6830 7.4771 0.2950  N32 1.432, H44 1.090, H45 1.090, H46 1.090
35 N -9.1992 9.9963 -1.7414  P31 1.736, C36 1.512, C37 1.480
36 C -8.2008 9.0200 -2.3218  N35 1.512, H47 1.090, H48 1.090, H49 1.090
37 C -8.9988 11.4382 -2.0072  N35 1.480, H50 1.090, H51 1.090, H52 1.090
38 N -11.4250 10.6252 -0.4536  P31 1.681, C39 1.454, C40 1.418
39 C -11.5452 11.6434 0.5772  N38 1.454, H53 1.090, H54 1.090, H55 1.090
40 C -12.1807 10.8034 -1.6398  N38 1.418, H56 1.090, H57 1.090, H58 1.090
41 H -11.1935 6.4694 -1.8751  C33 1.090
42 H -10.4682 7.8446 -2.7667  C33 1.090
43 H -12.1637 7.9776 -2.2660  C33 1.090
44 H -11.0861 7.4869 1.2070  C34 1.090
45 H -12.0643 6.4694 0.1296  C34 1.090
46 H -12.5251 8.1485 0.4627  C34 1.090
47 H -7.1838 9.3159 -2.0646  C36 1.090
48 H -8.4123 8.0438 -1.8856  C36 1.090
49 H -8.2024 9.0385 -3.4117  C36 1.090
50 H -8.0671 11.6651 -2.5256  C37 1.090
51 H -9.8507 11.8565 -2.5433  C37 1.090
52 H -8.9675 12.1598 -1.1909  C37 1.090
53 H -12.5784 11.7170 0.9164  C39 1.090
54 H -10.9198 11.3871 1.4323  C39 1.090
55 H -11.1188 12.5901 0.2455  C39 1.090
56 H -12.0033 9.9352 -2.2745  C40 1.090
57 H -11.9328 11.7383 -2.1423  C40 1.090
58 H -13.2126 10.9031 -1.3034  C40 1.090
59 O -13.2140 5.8138 -8.6014  P60 1.490
60 P -12.8220 7.1540 -8.0809  O59 1.490, N61 1.699, N64 1.748, N67 1.727
61 N -13.5272 8.5540 -8.7351  P60 1.699, C62 1.496, C63 1.439
62 C -15.0148 8.4205 -8.8256  N61 1.496, H70 1.090, H71 1.090, H72 1.090
63 C -12.9821 9.3334 -9.8149  N61 1.439, H73 1.090, H74 1.090, H75 1.090
64 N -11.1036 7.4552 -8.1967  P60 1.748, C65 1.448, C66 1.431
65 C -10.4669 8.6363 -7.6517  N64 1.448, H76 1.090, H77 1.090, H78 1.090
66 C -10.2173 6.4692 -8.7342  N64 1.431, H79 1.090, H80 1.090, H81 1.090
67 N -13.1804 7.3632 -6.4050  P60 1.727, C68 1.435, C69 1.489
68 C -12.9122 6.2812 -5.5012  N67 1.435, H82 1.090, H83 1.090, H84 1.090
69 C -13.1483 8.6887 -5.7264  N67 1.489, H85 1.090, H86 1.090, H87 1.090
70 H -15.4008 8.1318 -7.8479  C62 1.090
71 H -15.3120 7.7518 -9.6334  C62 1.090
72 H -15.4491 9.4092 -8.9732  C62 1.090
73 H -13.5402 10.2602 -9.9479  C63 1.090
74 H -12.9544 8.6858 -10.6912  C63 1.090
75 H -12.0026 9.6849 -9.4906  C63 1.090
76 H -11.0413 9.5477 -7.8176  C65 1.090
77 H -10.1546 8.5282 -6.6131  C65 1.090
78 H -9.5209 8.8214 -8.1605  C65 1.090
79 H -9.4918 6.2043 -7.9651  C66 1.090
80 H -10.8242 5.5787 -8.8974  C66 1.090
81 H -9.6889 6.8822 -9.5935  C66 1.090
82 H -13.4886 6.2652 -4.5763  C68 1.090
83 H -13.2338 5.3247 -5.9133  C68 1.090
84 H -11.8665 6.0126 -5.3511  C68 1.090
85 H -13.3684 9.5231 -6.3923  C69 1.090
86 H -12.1220 8.7476 -5.3641  C69 1.090
87 H -13.7639 8.7927 -4.8329  C69 1.090
88 C -10.7849 3.5060 -6.8603  S89 1.932, H92 1.090, H93 1.090, H94 1.090
89 S -11.6978 2.5298 -5.4652  C88 1.932, O90 1.544, C91 1.824
90 O -12.0793 3.6145 -4.4344  S89 1.544
91 C -13.2689 2.2872 -6.3585  S89 1.824, H95 1.090, H96 1.090, H97 1.090
92 H -9.8679 3.9857 -6.5178  C88 1.090
93 H -11.3931 4.3363 -7.2192  C88 1.090
94 H -10.6562 2.8330 -7.7080  C88 1.090
95 H -13.8115 3.2207 -6.5077  C91 1.090
96 H -13.9402 1.5378 -5.9392  C91 1.090
97 H -12.9992 1.9217 -7.3493  C91 1.090
98 C -6.8953 2.7378 -10.5682  S99 1.838, H102 1.090, H103 1.090, H104 1.090
99 S -7.4324 4.2826 -9.7286  C98 1.838, O100 1.563, C101 1.834
100 O -6.7951 4.1835 -8.3050  S99 1.563
101 C -6.4949 5.5180 -10.7067  S99 1.834, H105 1.090, H106 1.090, H107 1.090
102 H -7.4758 1.8627 -10.2763  C98 1.090
103 H -5.8069 2.6883 -10.5348  C98 1.090
104 H -7.2117 3.0072 -11.5759  C98 1.090
105 H -5.4383 5.2805 -10.5826  C101 1.090
106 H -6.6642 6.5386 -10.3638  C101 1.090
107 H -6.7843 5.4775 -11.7568  C101 1.090
108 C -5.0476 5.5509 -5.6212  S109 1.885, H112 1.090, H113 1.090, H114 1.090
109 S -6.2354 5.2774 -4.1837  C108 1.885, O110 1.545, C111 1.913
110 O -5.8149 6.3491 -3.1532  S109 1.545
111 C -7.8745 6.0385 -4.8115  S109 1.913, H115 1.090, H116 1.090, H117 1.090
112 H -4.7476 6.5658 -5.8822  C108 1.090
113 H -5.2893 5.0145 -6.5388  C108 1.090
114 H -4.1923 4.9816 -5.2575  C108 1.090
115 H -8.4988 6.0465 -3.9181  C111 1.090
116 H -8.3266 5.4376 -5.6006  C111 1.090
117 H -7.7599 7.1048 -5.0064  C111 1.090
118 C -1.2587 2.4273 -1.7274  S119 1.857, H122 1.090, H123 1.090, H124 1.090
119 S -3.0915 2.1304 -1.7386  C118 1.857, O120 1.540, C121 1.839
120 O -3.5825 2.1081 -0.2794  S119 1.540
121 C -3.5690 3.8350 -2.2386  S119 1.839, H125 1.090, H126 1.090, H127 1.090
122 H -0.6256 1.5506 -1.5903  C118 1.090
123 H -1.2195 3.0120 -0.8084  C118 1.090
124 H -0.7459 2.8533 -2.5897  C118 1.090
125 H -3.0609 4.4549 -1.4999  C121 1.090
126 H -4.6484 3.9216 -2.1134  C121 1.090
127 H -3.2755 4.0699 -3.2617  C121 1.090
128 C -3.2977 4.4905 1.7276  S129 1.867, H132 1.090, H133 1.090, H134 1.090
129 S -5.0693 4.8943 1.2977  C128 1.867, O130 1.549, C131 1.825
130 O -5.6429 5.4977 2.6042  S129 1.549
131 C -4.6818 6.3505 0.2688  S129 1.825, H135 1.090, H136 1.090, H137 1.090
132 H -2.9327 5.2211 2.4494  C128 1.090
133 H -2.5932 4.5073 0.8960  C128 1.090
134 H -3.2217 3.4414 2.0138  C128 1.090
135 H -4.3201 6.1602 -0.7417  C131 1.090
136 H -4.0346 7.0548 0.7915  C131 1.090
137 H -5.6709 6.8085 0.2605  C131 1.090
138 C -2.6154 8.1230 -2.9002  S139 1.837, H142 1.090, H143 1.090, H144 1.090
139 S -3.5074 9.6707 -2.4713  C138 1.837, O140 1.553, C141 1.840
140 O -2.4236 10.7702 -2.2996  S139 1.553
141 C -4.4249 9.9296 -4.0448  S139 1.840, H145 1.090, H146 1.090, H147 1.090
142 H -2.0243 7.8542 -2.0248  C138 1.090
143 H -1.9490 8.2850 -3.7473  C138 1.090
144 H -3.3131 7.3247 -3.1530  C138 1.090
145 H -3.5803 9.7877 -4.7190  C141 1.090
146 H -4.9169 10.8691 -4.2966  C141 1.090
147 H -5.2132 9.2202 -4.2966  C141 1.090
148 C -5.2699 9.7380 -7.9046  S149 1.845, H152 1.090, H153 1.090, H154 1.090
149 S -7.0737 9.7228 -7.5176  C148 1.845, O150 1.498, C151 1.884
150 O -7.2792 9.4100 -6.0675  S149 1.498
151 C -7.3751 11.5786 -7.6334  S149 1.884, H155 1.090, H156 1.090, H157 1.090
152 H -5.2288 10.2116 -8.8855  C148 1.090
153 H -5.0460 8.6735 -7.9742  C148 1.090
154 H -4.6376 10.2611 -7.1872  C148 1.090
155 H -7.4230 11.8298 -8.6930  C151 1.090
156 H -6.6215 12.1027 -7.0456  C151 1.090
157 H -8.3529 11.8396 -7.2288  C151 1.090